5 unconnected molecules or ions with the total composition C41H71IN3O9P at a distorted geometry. Source: the OMol25 dataset; level of theory: wB97M-V/def2-TZVPD.

Net charge: 0
E_HOMO (eV): -8.629
E_LUMO (eV): -0.07
Strongest force on any atom (hartree/bohr): 0.0373
Kohn-Sham gap (eV): 8.56
SMILES: CCOP(=O)(CCCc1cnc2c(COc3ccccc3)cc(I)c(CCC(N)=O)c2n1)OCC.CCOCC.CCOCC.CCOCC.CCOCC

Geometry as XYZ:
```
126
Properties=species:S:1:pos:R:3:forces:R:3:lowdin_charge:R:1
C 1.2094 -3.8179 4.5105 -0.2 0.5 -0.5 -0.077
C 1.1667 -3.8773 2.9634 -0.6 -0.8 1.6 -0.299
O 2.1140 -2.9816 2.3764 0.1 0.8 -1.1 -0.213
P 1.4313 -1.5549 1.9603 -1.1 -0.6 0.8 0.536
O 0.7043 -1.0561 3.1408 -0.2 0.4 -0.1 -0.263
C 0.2979 -1.9396 0.5627 1.0 0.0 -0.3 -0.184
C 0.0838 -0.7401 -0.4140 -0.2 0.1 0.9 -0.209
C -1.4123 -0.4538 -0.7278 1.0 -0.5 0.3 -0.113
C -2.2484 -0.2813 0.5346 -0.1 -0.2 -0.7 -0.237
C -1.7072 0.3783 1.6822 0.8 0.5 -0.1 -0.059
N -2.3355 0.5837 2.8090 -0.4 -0.7 -1.3 0.183
C -3.5910 0.0453 2.7842 -0.7 0.2 1.0 -0.152
C -4.3968 0.1756 3.9518 0.9 0.9 1.0 -0.127
C -3.8431 0.9171 5.1735 0.3 -0.3 -0.1 -0.120
O -4.8091 1.8157 5.7292 0.4 -0.1 -0.1 -0.057
C -4.9551 2.9605 4.9804 -0.8 0.0 -0.2 -0.288
C -3.9351 3.8514 4.7216 1.3 -0.1 0.3 -0.024
C -4.1304 5.0108 3.9879 0.0 -0.2 0.0 -0.086
C -5.3942 5.2795 3.4980 0.1 0.6 -0.3 -0.106
C -6.4308 4.3932 3.7503 -0.3 0.7 -0.3 -0.089
C -6.2223 3.2487 4.4897 -0.6 -0.3 0.0 -0.008
C -5.6475 -0.3214 4.0358 -0.8 -0.6 -0.7 -0.098
C -6.2111 -0.9833 2.8990 0.0 0.3 0.7 -0.585
I -8.2114 -1.6471 3.1476 0.4 0.3 0.0 0.983
C -5.4934 -1.1268 1.7472 -0.1 -0.4 -0.9 -0.227
C -6.0632 -1.7886 0.5004 -0.6 -0.3 -0.1 -0.154
C -6.5592 -3.2652 0.6853 0.5 1.0 -0.5 -0.157
C -5.8514 -4.0535 1.7754 -1.2 -1.1 0.6 -0.495
N -4.4262 -3.9252 2.0150 -0.4 0.3 -0.3 0.112
O -6.5070 -4.8421 2.4311 0.5 0.4 -0.5 0.053
C -4.1548 -0.6054 1.6822 -0.4 -0.3 -0.5 -0.150
N -3.4692 -0.7577 0.5091 0.5 0.3 0.8 0.197
O 2.5326 -0.5259 1.4307 -0.3 -1.0 0.2 -0.196
C 2.9445 0.4703 2.3981 0.9 1.0 0.2 -0.258
C 2.0053 1.6636 2.4935 -0.6 0.2 0.1 -0.074
H 0.7558 -4.7243 4.9330 0.3 0.1 -0.1 0.074
H 0.6166 -2.9641 4.8622 0.3 -0.1 -0.1 0.064
H 2.2496 -3.6836 4.8324 -0.3 -0.3 0.1 0.080
H 1.3709 -4.9204 2.6837 0.4 0.5 -0.4 0.117
H 0.1254 -3.6680 2.6785 0.4 0.1 -0.3 0.100
H 0.7434 -2.7924 0.0273 -0.2 0.2 0.1 0.093
H -0.6225 -2.3115 1.0316 0.1 0.3 -0.1 0.092
H 0.6661 -0.9485 -1.3183 -0.3 0.3 0.0 0.096
H 0.5073 0.1557 0.0637 0.1 -0.2 -0.4 0.081
H -1.4446 0.4565 -1.3429 -0.2 -0.3 0.0 0.117
H -1.7674 -1.3237 -1.2966 -0.4 0.5 0.1 0.121
H -0.6884 0.7621 1.6098 -0.3 -0.1 0.1 0.097
H -3.5845 0.1751 5.9407 -0.2 0.3 0.0 0.139
H -2.9282 1.4659 4.9328 -0.2 -0.3 -0.1 0.100
H -2.9262 3.6699 5.0991 -0.3 -0.1 0.0 0.123
H -3.2765 5.6647 3.8203 -0.3 0.0 0.0 0.105
H -5.5753 6.1948 2.9343 0.0 -0.3 0.1 0.101
H -7.4138 4.6570 3.3602 0.1 -0.3 0.2 0.107
H -7.0691 2.5921 4.6902 0.4 0.0 0.0 0.122
H -6.2344 -0.2056 4.9452 0.2 0.0 -0.2 0.106
H -6.9453 -1.1917 0.2078 0.2 -0.2 0.0 0.111
H -5.3891 -1.7668 -0.3566 0.2 0.3 0.5 0.097
H -7.6372 -3.2388 0.8530 0.3 -0.5 0.4 0.048
H -6.4373 -3.7735 -0.2860 0.2 0.0 0.4 0.125
H -4.3520 -3.4923 2.9372 0.2 0.1 -0.2 0.090
H -4.0898 -4.8760 2.1563 -0.1 0.0 0.1 0.084
H 3.1569 0.0279 3.3802 -0.4 -0.1 -0.3 0.119
H 3.9159 0.8496 2.0459 -0.3 -0.3 -0.2 0.119
H 1.0436 1.4245 2.9662 0.3 -0.2 -0.1 0.061
H 1.7762 2.0992 1.5078 0.3 -0.1 0.2 0.075
H 2.4645 2.4435 3.1213 0.0 -0.2 -0.3 0.079
C 1.6930 -2.7113 -6.6502 0.1 -0.2 0.1 -0.079
C 1.1990 -1.7420 -5.5912 0.1 0.0 -0.2 -0.282
O 0.7783 -2.3701 -4.3920 -0.2 0.0 0.1 -0.164
C 1.7605 -3.1237 -3.7042 0.1 0.0 0.0 -0.282
C 2.9622 -2.3069 -3.2623 0.0 0.1 -0.1 -0.076
H 0.9312 -3.4618 -6.8684 0.0 0.0 0.0 0.084
H 1.9305 -2.1801 -7.5726 0.0 0.0 0.0 0.078
H 2.5916 -3.2417 -6.3318 0.0 0.0 -0.1 0.063
H 0.3273 -1.2096 -5.9737 -0.1 0.0 0.2 0.117
H 1.9576 -0.9808 -5.3758 0.1 0.0 0.0 0.106
H 2.0727 -3.9836 -4.3068 0.1 0.0 0.0 0.106
H 1.2627 -3.5299 -2.8213 -0.1 0.0 -0.1 0.111
H 3.5186 -1.9077 -4.1115 0.0 -0.1 0.0 0.068
H 3.6457 -2.9208 -2.6742 0.0 0.0 0.0 0.079
H 2.6426 -1.4579 -2.6541 0.0 0.0 0.0 0.068
C 5.1647 5.7898 6.2967 -0.1 0.2 0.0 -0.080
C 4.9567 4.7965 5.1668 0.1 0.0 0.1 -0.284
O 3.8513 5.0997 4.3345 -0.2 -0.2 0.0 -0.168
C 3.8961 6.3432 3.6586 0.0 0.1 -0.1 -0.282
C 5.0806 6.4891 2.7190 0.1 -0.1 0.1 -0.080
H 4.2580 5.8819 6.8973 0.0 -0.1 0.0 0.082
H 5.9789 5.4631 6.9448 0.0 0.0 0.0 0.077
H 5.4142 6.7848 5.9245 0.1 0.0 0.0 0.065
H 4.7522 3.8132 5.5920 -0.1 0.0 -0.1 0.117
H 5.8677 4.6928 4.5667 0.0 0.1 0.0 0.107
H 3.8633 7.1689 4.3779 0.1 0.0 0.0 0.107
H 2.9741 6.4019 3.0781 0.0 -0.1 0.1 0.116
H 6.0301 6.4747 3.2563 0.0 0.1 0.0 0.065
H 5.0188 7.4319 2.1739 0.0 0.0 0.0 0.076
H 5.1001 5.6690 1.9987 -0.1 0.0 0.0 0.081
C -1.5317 4.8899 -0.4818 0.0 -0.1 -0.2 -0.074
C -0.0444 4.8756 -0.1749 -0.1 0.1 0.0 -0.280
O 0.6430 3.7660 -0.7268 0.1 -0.2 0.2 -0.175
C 0.6107 3.6435 -2.1375 0.0 0.0 -0.1 -0.286
C 1.2253 4.8231 -2.8706 0.0 0.1 0.1 -0.079
H -1.9995 3.9590 -0.1547 0.0 0.0 0.1 0.078
H -2.0178 5.7210 0.0307 0.0 0.0 0.0 0.077
H -1.7269 4.9976 -1.5502 0.0 0.1 0.0 0.067
H 0.0943 4.8084 0.9051 0.1 -0.1 0.0 0.116
H 0.4286 5.8118 -0.4918 0.0 0.0 0.0 0.107
H -0.4139 3.4607 -2.4806 0.0 0.1 0.0 0.106
H 1.1813 2.7435 -2.3733 0.0 0.0 0.2 0.116
H 0.6672 5.7447 -2.6977 0.0 0.0 -0.1 0.066
H 1.2389 4.6367 -3.9452 0.0 0.0 0.0 0.077
H 2.2489 4.9923 -2.5316 0.0 -0.1 0.0 0.082
C 4.8096 -7.5462 -7.7739 0.1 0.1 -0.1 -0.081
C 3.4858 -6.8231 -7.9513 0.0 -0.1 0.0 -0.282
O 3.6185 -5.4927 -8.4190 -0.1 0.2 0.1 -0.170
C 4.2403 -5.3303 -9.6811 0.0 0.0 -0.1 -0.282
C 3.5095 -6.0216 -10.8191 -0.1 -0.1 0.1 -0.080
H 5.4692 -6.9809 -7.1129 0.0 0.0 0.0 0.082
H 4.6480 -8.5343 -7.3413 0.0 0.0 0.0 0.077
H 5.3320 -7.6795 -8.7227 0.0 -0.1 0.0 0.066
H 2.9871 -6.7533 -6.9838 0.0 0.2 0.0 0.116
H 2.8162 -7.3915 -8.6061 0.0 0.0 0.0 0.107
H 5.2862 -5.6531 -9.6347 0.0 -0.1 0.0 0.107
H 4.2564 -4.2560 -9.8710 0.0 0.0 0.2 0.117
H 3.4981 -7.1057 -10.6960 0.1 0.0 -0.1 0.065
H 3.9923 -5.7981 -11.7714 0.0 0.0 0.0 0.077
H 2.4716 -5.6870 -10.8659 0.0 0.0 0.0 0.082
```
Forces are in eV/Å.